Entry 1:
107
Properties=species:S:1:pos:R:3:forces:R:3:lowdin_charge:R:1 method="wB97M-V/def2-TZVPD" lumo_energy_ev=4.12 homo_lumo_gap_ev=6.614 total_charge=-2
Sc 0.0053 -0.1166 -0.6188 0.48 -0.10 0.48 0.706
S 1.9051 -1.0238 1.2377 -0.13 -0.12 0.05 0.393
P 0.2330 -1.9932 1.7701 0.03 -0.02 0.09 0.400
C -1.0580 -1.3414 0.9426 -0.10 -0.06 -0.18 -0.658
P -2.4159 -2.0976 0.2888 -0.17 0.06 0.00 0.359
S -2.3986 -2.2369 -1.6924 0.00 0.09 0.03 0.270
C -2.7992 -3.7341 1.0442 0.05 0.05 0.01 -0.315
C -2.6257 -4.9101 0.3269 0.02 -0.01 -0.02 -0.105
C -2.8695 -6.1395 0.9253 0.00 -0.01 0.00 -0.098
C -3.2936 -6.2031 2.2445 0.00 0.01 0.02 -0.114
C -3.4715 -5.0301 2.9686 0.00 -0.02 -0.01 -0.097
C -3.2248 -3.8047 2.3696 -0.01 0.02 -0.02 -0.087
C -3.9055 -1.1596 0.8148 0.00 -0.07 -0.05 -0.355
C -5.1687 -1.5294 0.3581 0.05 -0.03 0.01 -0.127
C -6.2897 -0.8203 0.7501 -0.01 0.02 0.04 -0.112
C -6.1595 0.2800 1.5931 0.00 -0.02 -0.02 -0.109
C -4.9051 0.6620 2.0398 -0.01 -0.01 -0.01 -0.088
C -3.7812 -0.0619 1.6529 0.02 0.04 0.02 -0.102
C 0.4536 -3.7967 1.5209 0.03 0.03 -0.03 -0.305
C 0.2341 -4.7579 2.5001 -0.01 0.00 0.01 -0.087
C 0.3887 -6.1079 2.2050 -0.01 -0.01 0.01 -0.107
C 0.7618 -6.5037 0.9303 0.00 0.00 -0.01 -0.113
C 0.9685 -5.5468 -0.0579 0.00 0.00 0.04 -0.079
C 0.8126 -4.2024 0.2345 -0.01 0.03 -0.02 -0.076
C 0.1031 -1.8705 3.6027 -0.02 0.00 -0.04 -0.338
C -1.0879 -1.4517 4.1766 -0.02 0.01 0.02 -0.089
C -1.1986 -1.3075 5.5559 0.00 -0.01 -0.01 -0.090
C -0.1102 -1.5854 6.3676 0.02 -0.01 0.00 -0.111
C 1.0908 -2.0004 5.7984 -0.01 0.00 0.02 -0.098
C 1.1974 -2.1370 4.4240 -0.01 0.01 -0.02 -0.106
H -2.2964 -4.8434 -0.7037 0.00 0.00 0.00 0.069
H -2.7177 -7.0514 0.3597 0.00 0.00 0.00 0.097
H -3.4809 -7.1636 2.7109 0.00 0.00 0.00 0.090
H -3.8012 -5.0703 4.0003 0.00 0.00 0.00 0.094
H -3.3716 -2.8899 2.9326 -0.01 -0.02 0.01 0.097
H -5.2549 -2.3594 -0.3342 -0.02 0.00 0.00 0.101
H -7.2674 -1.1052 0.3798 0.00 0.00 0.00 0.094
H -7.0361 0.8474 1.8837 0.00 0.00 0.00 0.091
H -4.7955 1.5282 2.6825 0.02 -0.01 0.00 0.087
H -2.7874 0.2265 1.9760 -0.01 -0.01 0.02 0.068
H -0.0698 -4.4604 3.4964 0.00 0.00 0.00 0.100
H 0.2019 -6.8489 2.9738 0.00 0.00 0.00 0.094
H 0.8791 -7.5570 0.7013 0.00 0.00 0.00 0.090
H 1.2472 -5.8449 -1.0614 0.00 0.00 0.00 0.102
H 0.9612 -3.4549 -0.5380 0.01 -0.01 0.00 0.084
H -1.9197 -1.2147 3.5232 0.01 0.02 0.00 0.076
H -2.1301 -0.9661 5.9915 0.00 0.00 -0.01 0.097
H -0.1884 -1.4690 7.4424 0.00 0.00 0.00 0.089
H 1.9470 -2.2049 6.4306 0.00 0.00 0.00 0.092
H 2.1378 -2.4314 3.9717 0.00 0.00 0.00 0.099
N -3.0925 4.0255 2.4609 0.01 0.01 -0.01 0.119
C -2.0151 3.1701 2.5946 -0.03 -0.01 0.02 -0.388
C -1.5175 2.5002 1.4642 0.01 0.07 -0.02 -0.115
N -0.4613 1.7218 1.5216 0.00 -0.08 -0.04 0.075
C 0.1452 1.6059 2.7133 -0.01 0.00 0.01 -0.144
C -0.3756 2.2322 3.8242 -0.02 0.03 0.00 -0.126
N -1.4646 3.0141 3.7876 0.03 -0.02 -0.02 0.112
H -3.6237 3.9282 1.6074 0.00 0.00 0.02 0.063
H -3.6311 4.1607 3.3001 0.00 0.00 -0.01 0.080
H -2.0192 2.6106 0.5150 -0.02 0.01 -0.06 -0.012
H 1.0346 0.9921 2.7575 -0.01 -0.01 -0.02 0.054
H 0.0913 2.0962 4.7932 0.00 0.00 0.00 0.098
C 2.5392 -2.4929 -4.3692 -0.02 0.01 0.00 -0.141
C 3.1694 -2.3476 -3.1431 0.00 0.01 0.00 -0.126
C 2.4795 -1.8036 -2.0595 0.01 0.02 0.00 -0.173
C 1.1462 -1.3787 -2.1388 0.05 0.01 -0.05 -0.237
C 0.5534 -1.5315 -3.4048 -0.05 0.01 -0.01 -0.172
C 1.2176 -2.0785 -4.4947 0.04 -0.01 0.01 -0.120
H 3.0691 -2.9120 -5.2187 0.01 0.00 0.00 0.080
H 4.2052 -2.6524 -3.0251 0.00 0.00 0.00 0.083
H 3.0092 -1.7104 -1.1170 0.00 -0.01 0.01 0.032
H -0.4698 -1.1993 -3.5582 0.00 0.00 0.00 0.051
H 0.7076 -2.1717 -5.4487 -0.01 0.00 0.00 0.088
O 3.0760 2.4234 1.0239 0.01 0.02 0.06 0.052
C 2.6599 2.3093 -0.1055 -0.02 -0.12 -0.11 -0.523
N 3.1885 3.0217 -1.2011 0.00 0.03 0.02 0.147
C 2.3355 2.8630 -2.3717 0.01 0.03 0.03 -0.274
C 1.3552 1.8330 -1.8088 -0.11 -0.01 -0.16 -0.480
O 0.4036 1.3331 -2.4267 -0.12 0.03 0.01 -0.125
N 1.6263 1.5030 -0.5571 0.16 0.23 -0.08 0.089
C 1.6440 4.1691 -2.7398 0.01 -0.02 -0.03 -0.128
C 2.3319 5.1149 -3.4966 0.01 0.02 0.00 -0.035
C 1.7518 6.3398 -3.7881 0.00 0.00 0.00 -0.099
C 0.4672 6.6252 -3.3417 0.01 0.00 0.00 -0.102
C -0.2291 5.6818 -2.6014 0.02 0.00 -0.01 -0.074
C 0.3602 4.4628 -2.2964 -0.03 -0.01 0.01 -0.007
C 3.0470 2.2335 -3.5632 0.00 -0.01 0.02 -0.146
C 2.2993 1.8823 -4.6859 -0.01 0.01 0.00 -0.006
C 2.9125 1.2665 -5.7631 0.01 -0.01 0.00 -0.075
C 4.2772 1.0041 -5.7386 -0.01 0.01 0.01 -0.107
C 5.0213 1.3525 -4.6231 0.00 0.00 0.00 -0.096
C 4.4060 1.9589 -3.5341 0.01 0.01 -0.01 -0.029
H 3.5331 3.9428 -0.9804 0.01 -0.01 0.01 0.143
H 3.3211 4.8799 -3.8734 0.00 -0.01 0.01 0.115
H 2.2978 7.0663 -4.3785 0.00 0.00 0.00 0.091
H 0.0059 7.5748 -3.5855 0.00 0.00 0.00 0.092
H -1.2426 5.8652 -2.2688 0.01 0.01 0.00 0.074
H -0.2127 3.7365 -1.7332 0.00 0.01 -0.01 0.083
H 1.2306 2.0607 -4.6910 0.01 0.00 -0.01 0.123
H 2.3164 0.9694 -6.6168 0.00 0.00 0.00 0.101
H 4.7520 0.5097 -6.5776 0.00 0.00 0.00 0.091
H 6.0819 1.1334 -4.5864 0.00 0.00 0.00 0.091
H 4.9708 2.1995 -2.6433 0.01 0.00 0.00 0.105
Cl -4.6637 0.9307 -1.9836 0.04 0.02 0.02 0.065
Si -2.6140 1.5782 -1.9127 -0.27 0.11 -0.07 -0.361
Cl -3.1287 3.7468 -1.4336 0.07 -0.13 0.04 0.003
Cl -2.3237 1.8984 -4.0230 0.03 -0.06 0.04 0.044

Entry 2:
14
Properties=species:S:1:pos:R:3:forces:R:3:lowdin_spin:R:1 method="wB97M-V/def2-TZVPD" spin_multiplicity=2 s_squared=0.7601 lumo_energy_ev="0.33 / 0.30" homo_lumo_gap_ev="6.720 / 9.272" total_charge=0
S 1.5232 -2.4063 1.5126 0.13 -0.02 -0.21 0.001
S 2.8506 -2.4053 -0.0753 -0.11 0.02 0.20 0.011
H 0.4964 -2.9898 0.8752 -0.04 0.00 0.04 0.000
H 2.5148 -1.2015 -0.5704 0.00 -0.02 -0.09 0.008
C -1.2185 0.5708 0.2250 -0.18 -0.02 -0.12 -0.008
C -2.5422 0.6701 0.0799 0.09 0.00 0.06 0.115
C 1.0625 1.1194 -0.4462 0.23 -0.04 -0.10 0.567
N -0.3013 1.2401 -0.5479 0.53 0.02 -0.08 0.200
H -0.7672 -0.0719 0.9703 0.01 0.01 0.06 -0.002
H -2.9727 1.3126 -0.6772 -0.07 0.00 0.00 0.008
H -3.2061 0.1248 0.7303 -0.02 -0.02 0.00 0.010
H 1.6836 1.7488 -1.0585 -0.08 0.05 -0.05 0.045
H 1.5105 0.4537 0.2719 -0.27 0.04 0.19 0.045
H -0.6337 1.8345 -1.2894 -0.20 -0.02 0.09 0.000

Entry 3:
13
Properties=species:S:1:pos:R:3:forces:R:3:lowdin_charge:R:1 method="wB97M-V/def2-TZVPD" lumo_energy_ev=0.07 homo_lumo_gap_ev=8.754 total_charge=0
C 0.1272 -1.0863 2.5006 0.88 1.06 -0.94 -0.182
C 0.1381 0.0294 1.4440 1.30 0.62 0.62 -0.588
S 0.4348 1.6897 2.2515 0.22 -0.27 -0.43 0.634
H -0.6221 -0.8277 3.2360 -0.46 -0.90 0.10 0.061
H 1.0939 -1.0656 3.0035 0.00 0.19 0.15 0.061
H 0.1524 -2.0273 1.9511 -0.97 -0.30 0.48 0.071
H 1.0119 -0.1352 0.8123 -0.25 0.10 -0.25 0.055
H -0.7386 0.1518 0.8230 -0.26 -0.33 0.06 0.047
H 1.6595 1.9466 1.7238 -0.47 -0.18 0.19 -0.157
S -0.2848 -0.6350 -3.8281 -0.13 0.16 0.03 0.204
S -1.3691 0.0476 -5.5110 0.03 0.48 0.09 0.203
H -0.0758 0.5655 -3.2685 0.05 -0.05 -0.09 -0.213
H -1.5276 1.3464 -5.1382 0.05 -0.58 -0.02 -0.196

Entry 4:
14
Properties=species:S:1:pos:R:3:forces:R:3:lowdin_charge:R:1 method="wB97M-V/def2-TZVPD" lumo_energy_ev=0.25 homo_lumo_gap_ev=8.630 total_charge=0
C 1.2163 0.1510 0.0688 1.35 0.03 0.57 -0.934
C -1.1669 0.4701 -0.3655 -0.35 1.49 1.60 -0.725
C 2.6425 -0.3438 0.2753 -0.54 0.89 -2.07 -0.184
C -2.5124 0.1101 0.3782 0.65 2.31 1.70 -0.217
P 0.4014 1.4968 0.6250 -2.02 -1.10 -1.05 0.890
P -0.0741 -0.9551 -0.4781 1.14 -0.58 -1.61 0.781
H -1.3431 1.0849 -1.2557 0.08 -0.41 0.14 0.045
H 3.4552 0.2085 -0.2523 -0.89 -0.05 -0.14 0.077
H 2.5545 -1.3187 -0.2384 1.10 -0.16 1.30 0.051
H 2.9188 -0.1734 1.2964 0.11 -1.11 0.77 0.054
H -2.4387 -0.8626 0.9630 -0.52 0.91 -1.43 0.059
H -3.3180 0.3396 -0.3536 0.12 -1.15 0.75 0.058
H -2.7087 0.8802 1.2512 0.41 -1.22 -1.68 0.080
H 0.3732 -1.0878 -1.9144 -0.62 0.16 1.15 -0.036

Entry 5:
31
Properties=species:S:1:pos:R:3:forces:R:3:lowdin_charge:R:1 method="wB97M-V/def2-TZVPD" lumo_energy_ev=3.32 homo_lumo_gap_ev=8.723 total_charge=-1
C 0.4913 3.2407 -0.3028 0.88 0.81 0.38 -0.101
C 0.3348 2.6040 1.0862 -0.06 -1.35 -0.74 -0.260
N 0.0222 1.1761 0.9345 -0.27 -0.94 0.76 -0.247
C -1.4201 0.8844 0.7052 0.83 2.26 -0.57 -0.068
C 0.4668 0.2670 2.0173 -0.04 0.21 -0.67 -0.176
C 0.4650 -1.2106 1.5553 -2.68 0.23 0.99 -0.216
O -0.8433 -1.7578 1.8139 -0.01 0.21 -0.14 -0.153
H -0.3834 3.1954 -0.9705 0.28 -0.50 0.38 0.077
H 1.4247 2.9429 -0.8086 -0.58 -0.31 0.06 0.064
H 0.6253 4.2981 -0.0885 0.02 0.48 -0.17 0.053
H 1.2851 2.6280 1.6801 -0.90 0.56 -0.45 0.121
H -0.5189 3.1322 1.5334 0.35 0.05 0.72 0.100
H -1.8545 1.8802 0.4046 -0.06 -1.15 -0.03 0.089
H -1.9476 0.5066 1.5851 0.17 -0.08 -0.10 0.083
H -1.4013 0.1973 -0.1186 -0.96 -0.46 -0.30 0.062
H 1.4609 0.5529 2.3349 0.37 0.18 0.10 0.099
H -0.2492 0.3888 2.8513 0.43 -0.38 0.15 0.116
H 1.0934 -1.8574 2.1274 1.11 0.02 0.44 0.097
H 0.6632 -1.3144 0.5157 0.60 0.13 -0.89 0.082
H -1.3572 -2.0082 0.9782 0.51 -0.23 0.39 0.018
H -2.8121 -2.2427 -0.5463 -0.03 0.00 -0.15 0.003
O -2.0979 -2.7919 -0.2156 -0.22 0.28 -0.04 -0.213
H 0.5393 -3.1953 -1.0698 0.22 -0.22 0.23 -0.033
H -1.2327 -2.7881 -0.9628 0.22 -0.35 0.13 -0.035
O -0.1356 -2.8491 -1.6488 -0.41 0.72 -0.24 -0.308
H 1.6916 0.6260 -2.4375 0.74 0.04 -0.51 -0.011
H 1.7712 2.0145 -2.9702 -0.35 0.86 -0.33 -0.015
O 2.3523 1.2851 -2.8139 -0.10 -0.84 0.51 -0.116
H 0.4595 0.1942 -1.0342 -0.12 0.73 1.70 -0.029
H 0.1454 -1.2221 -1.6917 0.44 -0.06 -0.37 0.017
O 0.4563 -0.2631 -1.8511 -0.40 -0.90 -1.22 -0.101

Entry 6:
16
Properties=species:S:1:pos:R:3:forces:R:3:lowdin_charge:R:1 method="wB97M-V/def2-TZVPD" lumo_energy_ev=1.02 homo_lumo_gap_ev=9.817 total_charge=0
C 0.9398 -2.3159 -0.8064 1.24 0.90 0.76 -0.115
C -0.2912 -1.8986 -0.0364 -2.12 -0.40 -0.16 -0.280
C -0.3559 -0.6286 0.8232 0.34 -0.14 1.19 -0.310
N -1.7199 -0.3787 1.2299 -1.06 -0.43 -0.41 -0.030
H 1.6224 -2.7624 -0.0795 0.21 -0.09 -0.14 0.067
H 1.4787 -1.4369 -1.1838 -0.15 -0.09 -0.12 0.069
H 0.8649 -3.0201 -1.6299 -0.64 -0.03 0.06 0.066
H -1.2103 -1.8683 -0.6422 0.41 0.08 -0.43 0.098
H -0.5742 -2.6624 0.6956 0.20 -0.25 -0.20 0.101
H 0.1475 0.2723 0.4500 0.15 -0.30 -0.32 0.104
H 0.0963 -0.9357 1.7748 0.58 0.56 -0.17 0.109
H -2.4047 -0.1015 0.5436 0.34 0.05 -0.21 0.063
H -1.9384 0.0340 2.1156 0.50 0.15 0.15 0.056
O 0.7974 5.7653 -1.1408 -1.39 -0.98 1.72 -0.047
H 1.2995 6.1325 -1.8324 1.30 0.76 -0.85 0.001
H 1.2482 5.8051 -0.2814 0.09 0.21 -0.87 0.046

Per-record calculated total energy, Eh: -6264.546571; -970.143965; -1275.517668; -839.809178; -633.476286; -250.861524
Per-record energy above the lowest of the compared OMol25 structures with the same formula, charge and spin, kcal per mole: 9.8; 0.0; 18.3; 47.9; 21.6; 22.0